1:
# C52H47N4O3P2Ti

A molecular structure, C52H47N4O3P2Ti (wB97M-V/def2-TZVPD, OMol25).

```
109
Properties=species:S:1:pos:R:3:lowdin_charge:R:1
Ti -1.239 -0.189 1.117 1.004
C -3.118 -4.974 -1.525 -0.012
C -3.306 -3.640 -1.872 -0.034
C -3.003 -2.638 -0.972 -0.015
C -2.504 -2.964 0.297 -0.248
C -2.375 -4.317 0.661 -0.002
C -2.667 -5.306 -0.251 -0.021
N -2.204 -1.959 1.213 -0.019
N -2.414 -2.347 2.441 0.166
C -2.059 -1.522 3.435 -0.294
C -2.388 -1.873 4.758 0.072
C -1.990 -1.051 5.784 0.022
C -1.246 0.095 5.478 0.024
C -0.963 0.387 4.159 -0.067
N -1.370 -0.385 3.142 0.030
H -3.351 -5.752 -2.234 0.128
H -3.722 -3.391 -2.837 0.126
H -3.250 -1.607 -1.181 0.084
H -2.046 -4.551 1.662 0.110
H -2.559 -6.341 0.032 0.126
H -2.939 -2.783 4.929 0.142
H -2.241 -1.285 6.806 0.138
H -0.888 0.741 6.263 0.134
H -0.376 1.265 3.904 0.133
C 2.448 -0.135 0.152 -0.247
N 2.814 0.561 -1.032 -0.210
C 1.832 1.451 -1.550 -0.260
P 0.417 0.390 -2.264 1.106
C 0.295 1.044 -3.975 -0.365
C 0.116 2.406 -4.227 -0.090
C -0.033 2.853 -5.525 -0.054
C -0.010 1.953 -6.581 -0.047
C 0.165 0.602 -6.333 -0.058
C 0.320 0.143 -5.036 -0.092
C -1.087 1.244 -1.632 -0.393
C -2.258 0.523 -1.895 -0.138
C -3.507 1.094 -1.711 -0.051
C -3.599 2.407 -1.275 -0.056
C -2.445 3.136 -1.026 -0.050
C -1.194 2.568 -1.209 -0.095
C 4.050 0.398 -1.646 -0.236
C 4.741 1.519 -2.133 -0.023
C 5.981 1.370 -2.717 -0.062
C 6.557 0.110 -2.837 -0.062
C 5.874 -1.004 -2.362 -0.064
C 4.639 -0.868 -1.764 -0.022
P 0.847 -1.152 0.072 1.014
C 0.978 -1.908 1.771 -0.361
C 0.570 -3.239 1.924 -0.103
C 0.606 -3.859 3.160 -0.035
C 1.042 -3.159 4.275 -0.027
C 1.439 -1.837 4.143 -0.053
C 1.406 -1.210 2.906 -0.098
C 1.276 -2.619 -0.913 -0.388
C 2.398 -3.375 -0.572 -0.111
C 2.660 -4.556 -1.240 -0.038
C 1.788 -5.008 -2.220 -0.035
C 0.672 -4.259 -2.558 -0.052
C 0.421 -3.059 -1.917 -0.118
H 2.261 0.599 0.956 0.084
H 3.257 -0.806 0.462 0.116
H 2.236 2.042 -2.371 0.099
H 1.432 2.092 -0.756 0.076
H 0.087 3.116 -3.414 0.097
H -0.179 3.904 -5.716 0.116
H -0.122 2.309 -7.593 0.119
H 0.170 -0.097 -7.155 0.115
H 0.456 -0.913 -4.844 0.098
H -2.154 -0.442 -2.381 0.095
H -4.403 0.542 -1.954 0.126
H -4.566 2.871 -1.165 0.124
H -2.510 4.172 -0.732 0.129
H -0.319 3.187 -1.070 0.111
H 4.332 2.507 -1.985 0.110
H 6.517 2.242 -3.056 0.114
H 7.530 -0.002 -3.290 0.113
H 6.309 -1.985 -2.471 0.112
H 4.101 -1.746 -1.440 0.080
H 0.261 -3.805 1.055 0.104
H 0.320 -4.896 3.249 0.125
H 1.085 -3.643 5.237 0.126
H 1.803 -1.296 5.004 0.124
H 1.746 -0.183 2.838 0.108
H 3.041 -3.064 0.241 0.117
H 3.534 -5.133 -0.980 0.123
H 1.980 -5.945 -2.718 0.121
H -0.009 -4.617 -3.312 0.115
H -0.448 -2.470 -2.186 0.072
C 1.222 6.833 2.782 -0.008
O 1.303 5.485 2.339 -0.005
C 0.259 4.693 2.283 -0.228
C -1.075 5.045 2.596 0.047
C -2.084 4.135 2.456 0.040
C -1.862 2.815 1.979 -0.113
C -2.935 1.936 1.670 -0.293
C -4.358 2.299 1.938 0.042
O -2.736 0.796 1.125 -0.092
C -0.493 2.438 1.712 -0.306
O -0.196 1.212 1.321 -0.196
C 0.514 3.375 1.866 0.104
H 2.224 7.237 2.649 0.113
H 0.952 6.879 3.838 0.113
H 0.516 7.415 2.190 0.109
H -1.290 6.042 2.945 0.128
H -3.091 4.438 2.695 0.134
H -4.518 2.448 3.006 0.118
H -4.998 1.488 1.591 0.112
H -4.647 3.216 1.430 0.110
H 1.540 3.102 1.667 0.143
```

Its HOMO energy is -0.5070 Eh. The HOMO-LUMO gap is 3.24 eV. As for the total charge: +3.



2:
# C52H47N4O3P2Ti

A molecular structure, C52H47N4O3P2Ti (wB97M-V/def2-TZVPD, OMol25).

```
109
Properties=species:S:1:pos:R:3:lowdin_charge:R:1
Ti -1.366 0.026 0.237 0.944
C -0.912 5.459 1.733 -0.020
C -0.286 4.541 0.901 -0.035
C -0.686 3.218 0.927 -0.054
C -1.688 2.813 1.802 -0.255
C -2.320 3.730 2.642 0.012
C -1.930 5.054 2.595 -0.026
N -1.981 1.425 1.837 -0.035
N -2.569 1.006 2.855 0.163
C -2.803 -0.374 2.855 -0.301
C -3.404 -0.939 3.958 0.044
C -3.637 -2.307 3.951 0.020
C -3.253 -3.046 2.842 0.012
C -2.635 -2.404 1.785 -0.080
N -2.388 -1.086 1.789 0.020
H -0.611 6.498 1.711 0.126
H 0.504 4.854 0.231 0.116
H -0.191 2.500 0.280 0.056
H -3.106 3.403 3.308 0.123
H -2.417 5.779 3.231 0.126
H -3.680 -0.302 4.786 0.141
H -4.116 -2.788 4.794 0.137
H -3.428 -4.111 2.788 0.133
H -2.334 -2.947 0.901 0.114
C 2.320 -0.587 -0.669 -0.306
N 2.925 0.106 0.432 -0.195
C 2.137 0.791 1.413 -0.300
P 0.674 -0.211 1.954 1.065
C 1.282 -1.906 2.039 -0.377
C 2.391 -2.193 2.836 -0.059
C 2.899 -3.482 2.871 -0.029
C 2.302 -4.488 2.119 -0.033
C 1.201 -4.207 1.321 -0.052
C 0.695 -2.916 1.280 -0.129
C 0.364 0.315 3.651 -0.376
C -0.046 -0.617 4.605 -0.096
C -0.289 -0.208 5.908 -0.049
C -0.124 1.124 6.263 -0.036
C 0.297 2.052 5.318 -0.041
C 0.543 1.653 4.014 -0.090
C 4.342 0.166 0.503 -0.258
C 4.977 1.288 1.028 -0.033
C 6.363 1.332 1.098 -0.058
C 7.126 0.276 0.624 -0.064
C 6.492 -0.834 0.088 -0.057
C 5.107 -0.899 0.036 -0.026
P 0.783 0.190 -1.322 1.092
C 0.445 -0.789 -2.807 -0.345
C 0.087 -0.170 -4.003 -0.063
C -0.164 -0.939 -5.132 -0.043
C -0.044 -2.320 -5.076 -0.046
C 0.312 -2.941 -3.886 -0.052
C 0.543 -2.183 -2.749 -0.091
C 1.278 1.850 -1.843 -0.352
C 2.631 2.201 -1.863 -0.047
C 3.015 3.449 -2.330 -0.028
C 2.064 4.352 -2.785 -0.035
C 0.717 4.011 -2.765 -0.052
C 0.325 2.771 -2.289 -0.123
H 2.072 -1.631 -0.453 0.075
H 3.012 -0.604 -1.517 0.120
H 1.783 1.783 1.093 0.082
H 2.743 0.943 2.308 0.109
H 2.858 -1.415 3.429 0.127
H 3.762 -3.702 3.483 0.125
H 2.701 -5.493 2.152 0.124
H 0.743 -4.992 0.734 0.117
H -0.146 -2.695 0.629 0.067
H -0.148 -1.663 4.340 0.113
H -0.585 -0.934 6.654 0.121
H -0.297 1.436 7.284 0.123
H 0.450 3.085 5.603 0.121
H 0.891 2.383 3.293 0.104
H 4.400 2.140 1.370 0.111
H 6.847 2.207 1.511 0.116
H 8.205 0.318 0.673 0.116
H 7.078 -1.668 -0.277 0.116
H 4.627 -1.791 -0.348 0.112
H 0.044 0.910 -4.071 0.104
H -0.416 -0.453 -6.065 0.121
H -0.208 -2.914 -5.966 0.122
H 0.423 -4.017 -3.846 0.123
H 0.815 -2.685 -1.829 0.099
H 3.397 1.519 -1.520 0.100
H 4.064 3.711 -2.344 0.125
H 2.372 5.320 -3.156 0.124
H -0.026 4.713 -3.120 0.120
H -0.726 2.522 -2.264 0.080
C -4.468 -4.111 -5.483 0.008
O -3.698 -3.885 -4.279 -0.006
C -3.577 -2.680 -3.785 -0.234
C -4.138 -1.518 -4.374 0.042
C -3.946 -0.314 -3.774 0.044
C -3.194 -0.179 -2.572 -0.091
C -2.990 1.071 -1.994 -0.273
C -3.499 2.346 -2.577 0.033
O -2.305 1.209 -0.887 -0.146
C -2.636 -1.374 -2.005 -0.245
O -1.899 -1.299 -0.881 -0.204
C -2.828 -2.586 -2.597 0.094
H -4.410 -5.177 -5.664 0.109
H -4.030 -3.567 -6.319 0.107
H -5.504 -3.816 -5.328 0.110
H -4.715 -1.586 -5.282 0.126
H -4.377 0.567 -4.228 0.132
H -4.538 2.262 -2.889 0.108
H -2.911 2.605 -3.463 0.117
H -3.404 3.142 -1.844 0.106
H -2.398 -3.484 -2.177 0.150
```

Its HOMO energy is -0.5276 Eh. The HOMO-LUMO gap is 4.71 eV. As for the total charge: +3.



Tell me which of them is the most stable. Sure, it is 2.



1:
# C3H6N2O2

C3H6N2O2 in the gas phase (wB97M-V/def2-TZVPD, OMol25).

```
13
Properties=species:S:1:pos:R:3:lowdin_charge:R:1
H 2.103 0.044 -1.933 0.062
N 1.359 -0.101 -1.252 0.100
C 1.636 0.514 -0.176 -0.306
O 0.890 0.472 0.932 -0.043
C -0.085 -0.571 1.040 -0.093
C -1.480 -0.213 0.549 -0.519
N -1.493 0.519 -0.596 0.172
O -2.477 -0.592 1.134 0.056
H 2.502 1.159 -0.002 0.138
H 0.249 -1.435 0.463 0.128
H -0.135 -0.839 2.091 0.133
H -2.386 0.593 -1.053 0.111
H -0.683 0.449 -1.196 0.061
```

Its HOMO energy is -0.3606 Eh. The SMILES is [H]/N=C/OCC(N)=O. The HOMO-LUMO gap is 10.60 eV.



2:
# C3H6N2O2

C3H6N2O2 in the gas phase (wB97M-V/def2-TZVPD, OMol25).

```
13
Properties=species:S:1:pos:R:3:lowdin_charge:R:1
H 2.853 1.170 -1.046 0.059
N 2.070 0.522 -0.876 0.079
C 1.406 0.848 0.149 -0.285
O 0.839 -0.155 1.201 -0.111
C 0.047 -1.069 0.498 -0.154
C -0.860 -0.061 -0.196 -0.459
N -2.175 -0.210 -0.278 0.201
O -0.391 1.026 -0.523 0.052
H 1.402 1.784 0.709 0.130
H 0.695 -1.661 -0.165 0.125
H -0.567 -1.776 1.083 0.128
H -2.670 0.610 -0.592 0.127
H -2.649 -1.027 0.035 0.108
```

Its HOMO energy is -0.3294 Eh. The SMILES is [H]/N=C/OCC(N)=O. The HOMO-LUMO gap is 9.62 eV.



Tell me which of them is the most stable. Sure, it is 1.



1:
# C3H6N2O2

C3H6N2O2 in the gas phase (wB97M-V/def2-TZVPD, OMol25).

```
13
Properties=species:S:1:pos:R:3:lowdin_charge:R:1
H -2.574 -1.985 -0.727 0.054
N -2.326 -1.015 -0.536 0.138
C -1.120 -0.831 -0.848 -0.294
O -0.587 0.424 -0.737 0.020
C 0.596 0.520 0.006 -0.608
N 1.348 1.658 -0.334 0.152
C 0.675 -0.047 1.342 -0.035
O 1.266 -0.702 0.202 0.005
H -0.421 -1.577 -1.233 0.139
H 1.106 2.019 -1.247 0.096
H 1.279 2.385 0.365 0.094
H -0.207 -0.528 1.764 0.121
H 1.396 0.363 2.046 0.119
```

Its HOMO energy is -0.3702 Eh. The SMILES is [H]/N=C/O[C@@]1(N)CO1. The HOMO-LUMO gap is 11.04 eV.



2:
# C3H6N2O2

2 unconnected molecules or ions with the total composition C3H6N2O2 (wB97M-V/def2-TZVPD, OMol25).

```
13
Properties=species:S:1:pos:R:3:lowdin_charge:R:1
N 0.724 0.554 -0.637 -0.006
C -0.458 0.653 0.162 -0.460
N 1.304 1.700 -0.911 0.100
C -0.801 -0.651 0.750 -0.150
C -1.524 -1.532 0.006 0.022
O 1.402 -0.622 0.630 -0.136
O -1.050 1.704 0.336 0.108
H 1.451 -1.358 -0.001 0.046
H 1.152 2.426 -0.202 0.125
H 2.202 1.601 -1.369 0.126
H -0.715 -0.734 1.824 0.117
H -2.051 -2.352 0.475 0.050
H -1.635 -1.390 -1.063 0.058
```

Its HOMO energy is -0.3348 Eh. The HOMO-LUMO gap is 8.76 eV.



Tell me which of them is the most stable. Sure, it is 1.



1:
# C3H6N2O2

C3H6N2O2 in the gas phase (wB97M-V/def2-TZVPD, OMol25).

```
13
Properties=species:S:1:pos:R:3:lowdin_charge:R:1
H -2.001 1.522 -1.141 0.057
N -1.285 1.087 -0.568 0.109
C -1.765 0.081 0.036 -0.301
O -1.058 -0.691 0.860 -0.039
C 0.291 -0.291 1.106 -0.105
C 1.232 -0.744 -0.016 -0.517
N 1.654 0.260 -0.835 0.158
O 1.598 -1.900 -0.106 0.061
H -2.787 -0.304 -0.017 0.138
H 0.325 0.791 1.265 0.119
H 0.579 -0.834 2.004 0.133
H 2.176 -0.039 -1.647 0.110
H 1.042 1.061 -0.942 0.076
```

Its HOMO energy is -0.3592 Eh. The SMILES is [H]/N=C/OCC(N)=O. The HOMO-LUMO gap is 10.65 eV.



2:
# C3H6N2O2

A molecular structure, C3H6N2O2 (wB97M-V/def2-TZVPD, OMol25).

```
13
Properties=species:S:1:pos:R:3:lowdin_charge:R:1
C 1.703 -0.156 0.561 -0.125
C -1.413 -0.543 -0.138 -0.512
C -1.624 0.995 0.028 -0.161
H 2.427 -1.176 0.738 0.109
H 2.524 0.994 0.694 0.161
H 0.753 -0.053 1.255 0.071
H 0.921 0.823 -1.196 0.114
H -0.191 -1.826 -0.732 0.138
H -2.684 1.308 0.410 0.148
N 1.029 -0.181 -0.861 -0.095
N -0.203 -0.843 -0.601 -0.003
O -2.351 -1.225 0.119 0.096
O -0.892 1.884 -0.279 0.058
```

Its HOMO energy is -0.3493 Eh. The HOMO-LUMO gap is 9.58 eV.



3:
# C3H6N2O2

C3H6N2O2 in the gas phase (wB97M-V/def2-TZVPD, OMol25).

```
13
Properties=species:S:1:pos:R:3:lowdin_charge:R:1
O 0.583 2.247 0.265 0.053
C -0.489 1.897 0.627 -0.270
C -0.846 0.431 0.740 -0.197
N 0.294 -0.387 0.512 -0.109
N 0.650 -0.699 -0.752 -0.028
C 0.683 -1.977 -1.206 -0.359
O 1.241 -2.300 -2.222 0.029
H -1.282 2.748 0.867 0.147
H -1.667 0.212 0.098 0.108
H -1.373 0.205 1.744 0.148
H 1.012 0.087 1.118 0.152
H 0.948 0.135 -1.377 0.195
H 0.245 -2.598 -0.412 0.131
```

Its HOMO energy is -0.3638 Eh. The SMILES is O=CCNNC=O. The HOMO-LUMO gap is 10.66 eV.



4:
# C3H6N2O2

C3H6N2O2 in the gas phase (wB97M-V/def2-TZVPD, OMol25).

```
13
Properties=species:S:1:pos:R:3:lowdin_charge:R:1
N -2.255 -0.152 0.201 0.068
C -0.965 -0.607 -0.182 -0.365
N 0.073 -0.658 0.797 0.140
C 1.332 -0.421 -0.342 -0.199
O 2.529 0.091 0.036 0.053
C 0.162 0.402 -0.256 -0.443
O 0.076 1.749 -0.046 0.072
H -2.193 0.481 0.990 0.080
H -2.722 0.325 -0.562 0.083
H -1.011 -1.389 -0.946 0.136
H 1.371 -1.270 -1.022 0.141
H 2.970 -0.536 0.624 0.120
H 0.634 1.985 0.708 0.114
```

Its HOMO energy is -0.3345 Eh. The SMILES is N[C@@H]1N2[C@H](O)[C@@]12O. The HOMO-LUMO gap is 9.78 eV.



Tell me which of them is the most stable. Sure, it is 1.